# 1
Here is a 2-piece molecular cluster, C4H11S overall from the OMol25 dataset. Energies are from ωB97M-V/def2-TZVPD.

Geometry as ORCA input:
```
! wB97M-V def2-TZVPD RIJCOSX def2/J DEFGRID3
* xyz -1 1
C -2.63 -0.67 -0.21
S -2.89 1.12 0.25
H -1.83 -0.70 -1.00
H -3.46 -1.21 -0.75
H -2.13 -1.20 0.63
C 1.29 0.73 1.26
C 0.68 0.04 0.10
C 1.41 0.05 -1.13
H 1.22 1.87 1.39
H 0.72 0.39 2.19
H 2.39 0.57 1.39
H 0.59 -1.02 0.32
H -0.37 0.34 -0.01
H 1.18 -0.77 -1.82
H 2.42 -0.43 -0.82
H 1.39 0.91 -1.79
*
```

relative energy (zero: lowest compared OMol25 entry of this formula, charge and spin): 156.6 kJ/mol
molar mass: 91.199 g/mol
gap between HOMO and LUMO: 6.0 eV
LUMO energy: 3.82 eV
F_max: 4.60 eV Å⁻¹

# 2
Here is a 2-piece molecular cluster, C4H11S overall from the OMol25 dataset. Energies are from ωB97M-V/def2-TZVPD.

Geometry as ORCA input:
```
! wB97M-V def2-TZVPD RIJCOSX def2/J DEFGRID3
* xyz 0 2
C -1.37 2.88 0.95
S -0.56 1.84 2.14
H -0.64 3.62 0.62
H -2.16 3.46 1.43
H -1.81 2.34 0.12
C 1.22 -0.69 -1.47
C 0.50 -0.80 -0.15
C 0.03 -2.19 0.20
H 0.52 -0.96 -2.26
H 1.64 0.29 -1.69
H 1.98 -1.46 -1.51
H 1.16 -0.52 0.68
H -0.28 -0.04 -0.02
H -0.38 -2.27 1.21
H 0.88 -2.86 0.20
H -0.72 -2.63 -0.46
*
```

relative energy (zero: lowest compared OMol25 entry of this formula, charge and spin): 5.8 kJ/mol
molar mass: 91.199 g/mol
gap between HOMO and LUMO (spin up / spin down): 10.2 / 7.0 eV
LUMO energy (spin up / spin down): 0.98 / -1.84 eV
F_max: 1.26 eV Å⁻¹

# 3
Here is a 2-piece molecular cluster, C4H11S overall from the OMol25 dataset. Energies are from ωB97M-V/def2-TZVPD.

Geometry as ORCA input:
```
! wB97M-V def2-TZVPD RIJCOSX def2/J DEFGRID3
* xyz 0 2
C 2.15 -0.05 1.22
C 3.09 0.77 0.34
H 1.68 0.59 1.95
H 2.61 -0.87 1.77
H 1.32 -0.46 0.64
H 4.03 1.00 0.84
H 3.34 0.29 -0.60
H 2.62 1.72 0.07
C -2.01 -0.06 -2.02
C -1.05 -0.54 -0.91
S -1.42 -0.11 0.75
H -1.49 -0.16 -2.97
H -2.30 0.98 -1.91
H -2.93 -0.64 -2.02
H -0.03 -0.25 -1.18
H -0.99 -1.63 -0.96
*
```

relative energy (zero: lowest compared OMol25 entry of this formula, charge and spin): 2.5 kJ/mol
molar mass: 91.199 g/mol
gap between HOMO and LUMO (spin up / spin down): 10.2 / 7.0 eV
LUMO energy (spin up / spin down): 1.00 / -1.84 eV
F_max: 1.06 eV Å⁻¹